[1]
94
Properties=species:S:1:pos:R:3:lowdin_charge:R:1 method="wB97M-V/def2-TZVPD" e_above_lowest_kj_mol=29.30 e_homo_ha=-0.27395 lumo_energy_ev=0.38 fmax_ev_per_a=0.12 orbital_gap_ha=0.288
Cd -0.407 1.186 -0.545 1.23
C 0.230 4.221 1.452 -0.04
C 1.054 2.980 1.208 -0.24
C 1.850 2.849 0.053 -0.25
C 1.856 3.927 -1.006 -0.07
C 2.670 1.721 -0.097 -0.21
C 3.581 1.622 -1.296 -0.04
C 2.668 0.711 0.874 -0.18
C 3.451 -0.556 0.631 -0.04
C 1.902 0.860 2.033 -0.20
C 1.930 -0.175 3.126 -0.03
C 1.066 1.972 2.179 -0.22
C 0.143 2.062 3.368 -0.04
H -0.830 4.057 1.234 0.07
H 0.568 5.057 0.847 0.07
H 0.302 4.525 2.496 0.09
H 2.625 4.678 -0.800 0.10
H 0.894 4.429 -1.073 0.02
H 2.057 3.511 -1.991 0.07
H 3.039 1.269 -2.178 0.07
H 4.407 0.939 -1.115 0.07
H 4.013 2.593 -1.539 0.08
H 4.501 -0.459 0.926 0.10
H 3.420 -0.824 -0.425 0.05
H 3.022 -1.396 1.170 0.04
H 1.085 -0.861 3.025 0.08
H 1.862 0.295 4.106 0.08
H 2.845 -0.762 3.112 0.07
H 0.635 2.522 4.231 0.10
H -0.197 1.072 3.665 0.07
H -0.742 2.653 3.140 0.07
C -3.016 -1.167 1.700 -0.13
S -1.519 -1.391 0.783 0.39
O -0.912 -2.611 1.252 -0.33
O -0.701 -0.182 1.130 -0.47
O -1.872 -1.341 -0.632 -0.40
H -2.767 -1.191 2.758 0.07
H -3.689 -1.983 1.449 0.07
H -3.455 -0.209 1.429 0.05
C 0.257 -2.584 -4.443 -0.04
N 0.968 -1.721 -3.520 -0.17
C 2.413 -1.651 -3.627 -0.03
C 0.313 -0.968 -2.644 -0.33
O 0.869 -0.155 -1.894 -0.14
H 0.362 -2.226 -5.469 0.09
H -0.799 -2.607 -4.181 0.09
H 0.652 -3.599 -4.383 0.08
H 2.809 -2.656 -3.775 0.08
H 2.815 -1.237 -2.707 0.07
H 2.713 -1.023 -4.469 0.10
H -0.769 -1.123 -2.620 0.12
C -6.159 4.113 2.590 -0.05
C -5.177 3.851 1.481 -0.27
C -4.291 4.829 1.058 -0.02
C -3.365 4.598 0.042 -0.34
C -2.497 5.742 -0.413 -0.11
C -3.312 3.331 -0.550 -0.55
Te -1.832 2.921 -2.034 0.77
C -4.249 2.348 -0.190 -0.33
C -4.342 1.031 -0.908 -0.12
C -5.153 2.624 0.830 -0.03
H -6.049 5.123 2.984 0.07
H -6.015 3.412 3.414 0.08
H -7.186 3.998 2.240 0.08
H -4.320 5.808 1.525 0.11
H -2.616 6.600 0.248 0.08
H -2.772 6.050 -1.425 0.08
H -1.445 5.466 -0.449 0.02
H -3.418 0.454 -0.867 0.01
H -4.546 1.196 -1.968 0.07
H -5.148 0.424 -0.493 0.08
H -5.869 1.859 1.114 0.12
C -1.038 -4.677 -1.472 -0.18
C 0.426 -5.069 -1.626 -0.45
As 1.654 -3.867 -0.658 1.21
C 1.504 -4.762 1.092 -0.44
C 2.024 -3.921 2.250 -0.19
C 3.302 -4.769 -1.279 -0.46
C 4.551 -4.270 -0.562 -0.18
H -1.691 -5.347 -2.036 0.07
H -1.221 -3.655 -1.810 0.04
H -1.345 -4.703 -0.426 0.06
H 0.727 -5.053 -2.677 0.04
H 0.598 -6.088 -1.269 0.07
H 2.016 -5.726 1.027 0.07
H 0.440 -4.956 1.233 0.05
H 3.080 -3.668 2.130 0.05
H 1.919 -4.448 3.201 0.07
H 1.457 -2.993 2.316 0.03
H 3.381 -4.590 -2.355 0.04
H 3.181 -5.847 -1.143 0.06
H 4.657 -3.186 -0.654 0.05
H 5.457 -4.730 -0.961 0.07
H 4.509 -4.502 0.504 0.05


[2]
112
Properties=species:S:1:pos:R:3:lowdin_charge:R:1 method="wB97M-V/def2-TZVPD" e_homo_ha=-0.37125 smiles="C[C@H]1COC(=O)O1.C[C@H]1COC(=O)O1.C[C@H]1COC(=O)O1.C[C@H]1COC(=O)O1.COC(=O)OC.BrCCBr.BrCCBr.BrCCBr.BrCCBr.BrCCBr.BrCCBr" lumo_energy_ev=0.04 fmax_ev_per_a=5.02 orbital_gap_ha=0.373
C 7.059 0.200 1.350 -0.03
C 6.862 0.770 -0.036 -0.36
C 7.610 2.128 -0.378 -0.08
O 8.693 1.688 -1.204 0.04
C 8.388 0.421 -1.694 -0.41
O 9.174 -0.208 -2.402 0.12
O 7.429 -0.183 -0.836 0.05
H 8.126 0.117 1.557 0.10
H 6.489 -0.683 1.640 0.09
H 6.634 0.850 2.115 0.08
H 5.805 0.929 -0.248 0.15
H 7.821 2.617 0.572 0.12
H 7.021 2.868 -0.919 0.12
C -5.575 4.543 2.629 -0.02
C -5.165 5.040 4.073 -0.30
C -5.695 4.063 5.109 -0.10
O -4.505 3.752 5.781 0.07
C -3.426 4.129 5.081 -0.53
O -2.272 4.001 5.474 0.12
O -3.795 4.845 4.005 0.08
H -5.678 5.324 1.876 0.07
H -6.585 4.134 2.599 0.07
H -4.902 3.821 2.165 0.09
H -5.545 6.053 4.198 0.15
H -6.116 3.193 4.605 0.13
H -6.377 4.542 5.812 0.14
C -0.745 4.490 -3.858 -0.01
C -0.001 3.090 -3.930 -0.32
C 0.122 2.679 -5.358 -0.14
O 1.428 2.231 -5.466 0.08
C 2.135 2.551 -4.358 -0.49
O 3.334 2.269 -4.116 0.10
O 1.321 3.078 -3.445 0.11
H -0.008 5.257 -4.095 0.09
H -1.031 4.644 -2.817 0.07
H -1.629 4.486 -4.496 0.08
H -0.686 2.425 -3.404 0.15
H -0.101 3.472 -6.072 0.14
H -0.560 1.837 -5.484 0.14
C -3.518 -1.324 5.554 0.01
C -4.061 -1.899 4.179 -0.33
C -5.455 -2.578 4.124 -0.13
O -6.030 -1.981 3.040 0.05
C -5.324 -0.808 2.709 -0.48
O -5.825 0.089 2.070 0.15
O -4.150 -0.873 3.318 0.09
H -4.093 -1.718 6.392 0.08
H -3.494 -0.236 5.493 0.08
H -2.454 -1.535 5.663 0.07
H -3.269 -2.547 3.802 0.15
H -6.035 -2.509 5.043 0.14
H -5.171 -3.590 3.834 0.13
Br 5.259 -5.767 3.643 0.51
C 4.417 -7.117 2.302 -0.59
C 4.568 -6.500 0.948 -0.62
Br 3.572 -7.563 -0.530 0.49
H 3.406 -7.413 2.582 0.06
H 5.002 -8.020 2.477 0.05
H 5.602 -6.490 0.603 0.05
H 4.130 -5.502 0.939 0.05
Br -4.475 -0.040 -5.800 0.60
C -4.105 -1.502 -4.580 -0.76
C -5.047 -1.592 -3.360 -0.61
Br -4.022 -2.733 -2.079 0.58
H -3.099 -1.369 -4.182 0.02
H -4.030 -2.458 -5.098 0.06
H -5.984 -2.065 -3.655 0.06
H -5.217 -0.630 -2.876 0.05
Br -6.011 -9.165 -4.052 0.63
C -4.675 -7.773 -4.233 -0.69
C -3.370 -8.279 -3.536 -0.63
Br -1.668 -7.327 -4.117 0.51
H -5.005 -6.836 -3.785 0.05
H -4.568 -7.520 -5.288 0.05
H -3.140 -9.207 -4.060 0.01
H -3.418 -8.431 -2.457 0.06
Br 3.317 -0.194 5.571 0.61
C 2.715 -0.315 7.370 -0.74
C 2.578 1.057 8.031 -0.65
Br 4.370 1.764 8.539 0.57
H 3.502 -0.861 7.890 0.04
H 1.763 -0.816 7.191 0.05
H 2.027 0.746 8.918 0.06
H 2.029 1.885 7.581 0.06
Br 2.797 5.363 1.589 0.58
C 1.810 6.978 0.976 -0.64
C 1.202 7.506 2.277 -0.79
Br 0.287 9.142 1.960 0.64
H 1.021 6.746 0.262 0.06
H 2.574 7.661 0.603 0.05
H 1.924 7.720 3.064 0.05
H 0.501 6.787 2.702 0.05
Br 3.862 -1.011 -9.933 0.60
C 1.911 -1.455 -9.810 -0.60
C 2.000 -2.580 -8.751 -0.83
Br 0.321 -3.302 -8.254 0.64
H 1.387 -1.760 -10.716 0.07
H 1.465 -0.580 -9.338 0.05
H 2.610 -2.315 -7.887 0.04
H 2.571 -3.394 -9.197 0.04
C 0.772 -1.987 -1.808 -0.02
O -0.001 -0.931 -1.165 -0.01
C 0.610 -0.198 -0.222 -0.58
O 1.758 -0.293 0.179 0.11
O -0.322 0.616 0.297 -0.02
C -0.160 1.421 1.465 -0.02
H 0.047 -2.798 -1.886 0.09
H 1.549 -2.336 -1.128 0.08
H 1.334 -1.795 -2.722 0.09
H 0.754 1.198 2.016 0.09
H -1.029 1.205 2.087 0.09
H -0.152 2.475 1.189 0.09


[3]
93
Properties=species:S:1:pos:R:3:lowdin_spin:R:1 method="wB97M-V/def2-TZVPD" charge=-1 s_squared=2.008 e_homo_ha="-0.07695 / -0.07971" lumo_energy_ev="2.43 / 2.43" fmax_ev_per_a=2.87 spin_multiplicity=3 orbital_gap_ha="0.166 / 0.169"
P -0.366 1.284 -2.714 0.00
C -2.011 0.529 -2.790 0.00
C -2.697 1.081 -4.056 0.00
C -4.128 0.543 -4.201 0.00
C -4.192 -0.987 -4.116 0.00
C -3.490 -1.523 -2.858 0.00
C -2.048 -1.017 -2.725 0.00
C 1.119 0.431 -3.274 0.00
C 1.111 0.479 -4.814 0.00
C 2.435 -0.082 -5.349 0.00
C 2.724 -1.493 -4.819 0.00
C 2.611 -1.608 -3.288 0.00
C 1.318 -1.007 -2.720 0.00
C -0.265 3.049 -2.297 0.00
C -1.436 3.503 -1.389 0.00
C -1.343 5.009 -1.104 0.00
C 0.027 5.456 -0.573 0.00
C 1.203 4.921 -1.404 0.00
C 1.112 3.412 -1.678 0.00
H -2.531 0.893 -1.872 0.00
H -2.106 0.781 -4.935 0.00
H -2.703 2.181 -4.032 0.00
H -4.547 0.880 -5.155 0.00
H -4.753 0.971 -3.405 0.00
H -5.238 -1.313 -4.117 0.00
H -3.719 -1.415 -5.010 0.00
H -4.051 -1.207 -1.968 0.00
H -3.489 -2.620 -2.878 0.00
H -1.623 -1.366 -1.768 0.00
H -1.447 -1.437 -3.545 0.00
H 1.980 1.038 -2.903 0.00
H 3.248 0.590 -5.044 0.00
H 0.958 1.518 -5.146 0.00
H 0.266 -0.115 -5.191 0.00
H 2.413 -0.091 -6.440 0.00
H 3.730 -1.795 -5.125 0.00
H 2.029 -2.199 -5.290 0.00
H 2.676 -2.661 -2.991 0.00
H 3.459 -1.085 -2.822 0.00
H 1.353 -0.981 -1.617 0.00
H 0.466 -1.641 -3.007 0.00
H -0.366 3.546 -3.288 0.00
H -2.398 3.289 -1.873 0.00
H -1.417 2.929 -0.447 0.00
H -1.555 5.537 -2.043 0.00
H -2.130 5.290 -0.396 0.00
H 0.140 5.119 0.465 0.00
H 0.066 6.553 -0.563 0.00
H 2.152 5.136 -0.900 0.00
H 1.231 5.439 -2.373 0.00
H 1.920 3.119 -2.361 0.00
H 1.241 2.845 -0.741 0.00
Tm -0.594 -0.388 1.995 2.04
Cl 1.507 0.578 1.107 0.00
Cl -2.593 0.797 1.180 0.00
C -0.840 -2.427 1.076 -0.03
H -1.850 -2.632 0.692 0.00
C 0.056 -3.489 0.844 0.00
C 1.491 -3.304 0.896 -0.01
C 2.354 -4.390 0.849 0.00
C 1.862 -5.695 0.694 -0.01
C 0.477 -5.899 0.546 0.00
C -0.405 -4.830 0.576 -0.01
H 1.881 -2.281 0.961 0.00
H 3.433 -4.233 0.928 0.00
H 0.094 -6.910 0.401 0.00
H -1.475 -4.972 0.432 0.00
H 2.543 -6.541 0.670 0.00
C 1.437 3.470 5.062 0.00
C 1.622 1.995 4.776 0.00
O 0.451 1.277 5.272 0.00
P 0.047 -0.196 4.624 0.01
O -1.282 -0.625 5.473 0.00
C -1.800 -0.073 6.711 0.00
C -0.872 -0.198 7.887 0.00
O 1.188 -1.221 5.265 0.00
C 1.036 -2.650 4.979 0.00
C 2.401 -3.262 4.747 0.00
H 0.593 3.888 4.511 0.00
H 2.339 4.012 4.754 0.00
H 1.278 3.648 6.127 0.00
H 1.755 1.838 3.693 0.00
H 2.508 1.610 5.293 0.00
H -2.090 0.969 6.538 0.00
H -2.710 -0.653 6.886 0.00
H -0.016 0.474 7.792 0.00
H -1.426 0.084 8.789 0.00
H -0.524 -1.227 8.000 0.00
H 0.522 -3.134 5.820 0.00
H 0.421 -2.803 4.072 0.00
H 3.136 -2.924 5.481 0.00
H 2.336 -4.352 4.808 0.00
H 2.764 -3.034 3.738 0.00


[4]
109
Properties=species:S:1:pos:R:3:lowdin_charge:R:1 method="wB97M-V/def2-TZVPD" e_above_lowest_kj_mol=118.23 e_homo_ha=-0.39371 smiles="C[C@H]1COC(=O)O1.C[C@H]1COC(=O)O1.C[C@H]1COC(=O)O1.CCOC(=O)OC.CCOC(=O)OC.CCOC(=O)OC.CCOC(=O)OC.O=C1OCCO1" lumo_energy_ev=0.18 fmax_ev_per_a=2.97 orbital_gap_ha=0.400
C -6.266 -2.974 -0.662 -0.09
C -6.004 -2.935 0.847 -0.11
O -5.781 -4.283 1.217 0.08
C -5.823 -5.064 0.133 -0.59
O -5.588 -6.231 0.127 0.15
O -6.286 -4.391 -0.941 0.06
H -5.486 -2.534 -1.280 0.10
H -7.198 -2.507 -0.973 0.13
H -6.911 -2.538 1.304 0.13
H -5.173 -2.282 1.106 0.12
C 0.803 -3.886 2.879 -0.02
C 1.868 -4.827 3.395 -0.31
C 1.506 -6.101 4.198 -0.08
O 2.366 -7.087 3.630 0.07
C 3.002 -6.596 2.537 -0.57
O 3.792 -7.191 1.869 0.17
O 2.492 -5.401 2.242 0.08
H 1.251 -3.172 2.191 0.08
H 0.400 -3.319 3.720 0.09
H 0.026 -4.478 2.397 0.09
H 2.640 -4.305 3.970 0.15
H 0.461 -6.383 4.055 0.13
H 1.661 -5.941 5.262 0.13
C 0.531 -0.806 -0.036 -0.02
C -0.799 -0.488 0.623 -0.24
C -1.396 0.905 0.473 -0.09
O -2.767 0.696 0.187 0.07
C -2.893 -0.515 -0.400 -0.55
O -3.840 -0.878 -1.022 0.16
O -1.763 -1.205 -0.187 0.06
H 1.417 -0.247 0.266 0.07
H 0.528 -0.547 -1.102 0.06
H 0.683 -1.882 -0.112 0.08
H -0.846 -0.860 1.648 0.15
H -0.943 1.585 -0.249 0.12
H -1.506 1.490 1.390 0.13
C 3.858 6.057 1.808 -0.02
C 3.746 4.820 0.908 -0.30
C 4.783 3.708 1.089 -0.06
O 3.969 2.535 0.920 0.08
C 2.670 2.832 0.961 -0.55
O 1.790 2.022 0.996 0.14
O 2.486 4.172 1.048 0.06
H 3.131 6.855 1.686 0.08
H 4.826 6.537 1.631 0.09
H 3.847 5.759 2.854 0.08
H 3.723 5.120 -0.146 0.15
H 5.360 3.608 2.004 0.14
H 5.428 3.843 0.221 0.13
C 0.289 2.136 -2.749 -0.05
C -1.121 2.708 -2.878 -0.16
O -1.411 3.432 -1.644 0.00
C -2.682 3.655 -1.315 -0.62
O -3.663 3.561 -2.008 0.14
O -2.686 4.171 -0.090 -0.02
C -3.915 4.656 0.440 -0.03
H 0.898 2.716 -2.058 0.08
H 0.712 2.004 -3.742 0.08
H 0.186 1.147 -2.301 0.05
H -1.808 1.867 -2.915 0.12
H -1.208 3.446 -3.669 0.13
H -4.381 5.257 -0.348 0.10
H -3.616 5.351 1.221 0.09
H -4.662 3.924 0.736 0.10
C 1.292 6.750 6.838 -0.05
C 0.631 7.404 5.592 -0.22
O -0.181 6.501 4.894 0.04
C 0.358 5.747 3.926 -0.58
O 1.481 5.799 3.505 0.13
O -0.636 5.017 3.447 0.02
C -0.325 3.892 2.629 -0.03
H 2.257 6.386 6.466 0.07
H 0.895 5.805 7.207 0.08
H 1.453 7.492 7.614 0.07
H 1.422 7.813 4.957 0.12
H 0.096 8.298 5.914 0.12
H 0.099 3.131 3.283 0.11
H 0.262 4.026 1.729 0.08
H -1.296 3.516 2.311 0.08
C 3.361 -1.150 -2.538 -0.04
C 3.703 -1.207 -4.039 -0.21
O 4.535 -2.333 -4.301 0.03
C 4.065 -3.460 -4.874 -0.59
O 4.707 -4.461 -4.986 0.15
O 2.778 -3.337 -5.190 -0.03
C 1.936 -4.473 -5.171 -0.03
H 2.489 -1.771 -2.327 0.07
H 2.939 -0.158 -2.340 0.07
H 4.277 -1.294 -1.974 0.08
H 4.350 -0.356 -4.241 0.12
H 2.782 -1.243 -4.614 0.10
H 1.308 -4.539 -6.060 0.10
H 1.185 -4.308 -4.388 0.09
H 2.468 -5.393 -4.951 0.10
C -2.209 -5.414 -2.156 -0.05
C -1.995 -4.069 -1.480 -0.21
O -1.084 -3.181 -2.106 0.02
C -1.413 -2.595 -3.244 -0.61
O -2.398 -2.805 -3.895 0.15
O -0.446 -1.712 -3.532 -0.02
C -0.543 -1.118 -4.816 -0.05
H -3.025 -6.007 -1.729 0.08
H -1.363 -6.097 -2.048 0.08
H -2.518 -5.329 -3.197 0.08
H -1.856 -4.038 -0.403 0.12
H -2.991 -3.606 -1.546 0.11
H -0.581 -1.804 -5.665 0.10
H 0.409 -0.601 -4.944 0.08
H -1.388 -0.438 -4.923 0.10